No. 1
Formula: C34H53BCl3F3GeN4O6PSV
Source: the Open Molecules 2025 dataset
Level of theory: ωB97M-V with the def2-TZVPD basis set

HOMO-LUMO gap (alpha / beta) (Eh): 0.28207 / 0.27414
Multiplicity: 3
Relative energy (zero: lowest compared OMol25 entry of this formula, charge and spin) (kJ/mol): 39.3

Last column: Löwdin spin population.
CARTESIAN COORDINATES (ANGSTROEM)
Ge -1.15474 0.27106 -2.90712  -0.0135
V -0.17191 0.17061 -0.64569  2.0231
Cl -1.05368 2.24918 -3.87075  -0.0048
Cl -3.31830 -0.18323 -3.04506  -0.0178
Cl -0.50758 -0.96816 -4.64007  -0.0145
S -2.10818 1.72495 -0.41259  -0.0260
P -2.64373 -0.72933 2.15399  0.0010
F -3.18972 4.15651 0.70893  -0.0022
F -2.20440 4.96382 2.43632  -0.0002
F -1.98841 5.92873 0.53420  -0.0003
O 1.93737 1.92708 -2.22573  0.0031
O -0.60996 -2.17874 -1.35222  0.0064
O 1.58403 -1.63454 -0.12902  0.0017
O -1.50231 -0.71425 1.19790  0.0081
O 1.38977 -0.02913 2.03538  0.0020
O 2.20026 -0.28944 -2.70639  -0.0007
N 0.36648 1.97427 0.14289  -0.0015
N -4.06505 -0.38665 1.41387  0.0006
N -2.71309 -2.22033 2.86742  0.0000
N -2.65587 0.37109 3.38605  0.0003
C 0.37222 4.46348 1.27680  0.0130
C -0.80814 2.64090 0.24503  0.0205
C 2.94935 1.77517 -3.12695  -0.0017
C 1.57110 3.78065 1.10886  -0.0009
C 4.71210 2.28228 -4.60628  0.0009
C 3.74649 2.73256 -3.71064  0.0007
C -2.17460 -4.41921 3.41011  0.0000
C -3.38729 -4.02012 4.24852  0.0000
C 5.97131 0.53156 -5.91720  0.0001
C 1.51290 2.53286 0.53102  0.0105
C 1.09397 0.47347 3.31730  0.0002
C -5.27577 0.12716 2.07422  0.0000
C -6.41658 -0.40120 1.20879  0.0000
C 0.55374 -2.71170 -1.96239  0.0018
C -5.79262 -0.43062 -0.18126  -0.0001
C -2.57561 2.43607 4.48049  0.0000
C 2.32307 -1.07983 2.08437  0.0000
C -1.54530 -3.07052 3.08677  0.0000
C -2.06111 4.72043 1.11223  -0.0010
C 5.72025 1.24416 -7.25146  0.0001
C -1.73163 1.45444 5.28851  0.0000
C 4.06819 -0.01851 -4.29689  0.0003
C 3.11347 0.43772 -3.41644  -0.0020
C -3.88377 -2.72557 3.58851  0.0000
C 1.67580 -2.79179 -0.95085  0.0006
C 7.34445 0.94328 -5.37257  0.0001
C 2.74181 -1.42564 0.67031  0.0005
C 4.88960 0.92948 -4.91344  0.0009
C -2.54827 1.81118 3.09619  0.0003
C -2.15943 0.08766 4.74597  0.0000
C -4.39542 -0.96570 0.10124  0.0001
C -0.81984 3.90818 0.85658  -0.0002
C -1.36783 -3.17036 -0.68382  0.0008
C 5.99022 -0.97489 -6.17996  0.0000
B 1.40352 0.64072 -1.97984  -0.0118
H -4.42069 -2.06117 0.15762  0.0000
H -6.33564 -1.04997 -0.89249  0.0000
H 6.76944 -1.20570 -6.90692  0.0000
H -6.68619 -1.41458 1.51695  0.0000
H -5.33793 -0.19017 3.11448  0.0000
H -0.74818 -3.72326 0.02780  0.0000
H 1.61483 -3.68197 -0.30821  -0.0001
H -5.72472 0.57847 -0.58934  -0.0001
H -4.16027 -4.78599 4.28006  0.0000
H 7.39745 2.01690 -5.19627  0.0000
H -3.59878 2.44879 4.86142  0.0000
H -4.24950 -2.01136 4.33004  0.0000
H 8.12893 0.67931 -6.08375  0.0000
H -3.35173 2.14061 2.43977  -0.0001
H 2.40586 1.94291 0.37758  0.0000
H -0.94100 -2.72559 3.93876  0.0000
H -1.60088 2.03909 2.58887  0.0002
H 6.20642 -1.54149 -5.27345  0.0000
H -3.66540 -0.66802 -0.65178  0.0002
H -1.88535 1.53316 6.36339  0.0000
H 5.04131 -1.32449 -6.58651  0.0000
H 3.34193 -2.34200 0.69747  0.0000
H 1.86609 -1.95794 2.56749  0.0000
H -2.49334 -4.90819 2.48669  0.0000
H 4.72688 1.00970 -7.63438  0.0000
H -5.27257 1.22157 2.06202  0.0000
H 1.96669 0.97230 3.75539  0.0000
H 7.55326 0.43775 -4.42899  0.0000
H 3.35009 -0.63249 0.21834  -0.0002
H 3.61578 3.78326 -3.49795  0.0000
H -2.15617 -2.66998 -0.14629  0.0000
H 0.81913 -2.03395 -2.77136  0.0007
H -1.78486 -3.86524 -1.41985  0.0001
H 2.51580 4.20338 1.41387  -0.0004
H -1.49471 -5.08740 3.93805  0.0000
H -4.70135 -2.91971 2.88825  0.0000
H 4.14524 -1.07334 -4.50493  0.0000
H 0.27956 1.18444 3.21528  0.0000
H 3.20458 -0.78601 2.67375  0.0000
H -3.07360 -3.81994 5.27558  0.0000
H 2.63195 -2.80954 -1.48676  0.0002
H -2.18999 3.45354 4.48698  0.0000
H -0.67226 1.62720 5.08723  0.0000
H -7.30607 0.22288 1.27673  0.0000
H 0.34113 -3.69840 -2.38743  0.0001
H -2.96342 -0.33594 5.35678  0.0000
H 0.78067 -0.34004 3.98041  0.0000
H -1.33949 -0.63084 4.75048  0.0000
H 5.34405 3.01809 -5.08418  0.0000
H 0.36369 5.44425 1.73327  0.0007
H 6.45704 0.92669 -7.98998  0.0000
H 5.79306 2.32720 -7.15073  0.0000
H -0.90809 -3.06806 2.20663  0.0000

=====

No. 2
Formula: C34H53BN10S5Sn
Source: the Open Molecules 2025 dataset
Level of theory: ωB97M-V with the def2-TZVPD basis set

HOMO-LUMO gap (Eh): 0.25508
Multiplicity: 1
Relative energy (zero: lowest compared OMol25 entry of this formula, charge and spin) (kJ/mol): 0.0

Last column: Löwdin charge in e.
CARTESIAN COORDINATES (ANGSTROEM)
Sn 0.67790 0.93218 -0.58796  1.0414
S 3.76952 -1.19694 -3.56267  1.0106
S -2.00462 1.99241 0.75843  0.6148
S 1.62628 0.92665 -3.51257  0.4754
S -1.14027 -0.90814 -2.11872  0.6047
S 0.10646 -1.05872 1.60757  0.6183
N 0.83203 3.59161 0.26305  -0.1712
N -2.58067 -0.83528 2.03586  0.0267
N -1.41651 -0.35237 3.81802  0.0097
N -3.52938 -0.03308 -0.24779  0.0274
N 3.13819 2.46239 -1.03576  -0.1043
N 2.46687 1.47257 1.41102  -0.1342
N -3.56403 1.74774 -1.51210  0.0073
N -1.19790 -3.57103 -1.45412  0.0115
N 2.34725 -0.66623 -1.47361  -0.1297
N -2.33131 -2.30445 -0.07662  0.0301
C 0.60487 -1.30664 4.88662  -0.0472
C -1.76314 3.13847 -2.44273  -0.0480
C 1.20537 3.62411 1.66497  -0.2024
C 4.02519 -3.45892 0.28852  -0.0831
C 4.24161 1.86369 -0.29615  -0.1888
C -0.89336 0.18054 6.16701  -0.0559
C 3.78167 1.05145 0.93604  -0.1970
C -1.40298 -3.75981 -3.89989  -0.0419
C 3.16109 -2.39465 0.10064  -0.0482
C -2.40883 -3.60249 0.37961  -0.0601
C -4.40530 0.80719 -2.08742  -0.0506
C -0.53528 -4.09284 -2.68582  -0.5428
C -1.71829 -4.38784 -0.46165  -0.0434
C -4.38489 -0.27814 -1.29975  -0.0747
C 3.16858 -1.72558 -1.12189  -0.3552
C 4.89414 -3.86915 -0.72385  -0.0966
C 2.45849 2.81280 1.99889  -0.1957
C -1.56501 -2.27715 -1.18907  -0.6499
C 0.42826 1.16108 4.31312  -0.0354
C 4.90311 -3.21964 -1.94716  -0.0933
C -0.41114 -5.61224 -2.57912  -0.0586
C 4.03646 -2.15181 -2.13605  -0.4877
C -3.46322 -0.50239 3.03802  -0.0560
C 3.00466 3.91284 -0.93278  -0.1994
C -3.25744 3.06800 -2.12647  -0.5416
C -0.31258 -0.08874 4.77972  -0.5427
C -3.03369 1.21613 -0.37105  -0.6850
C 2.51280 -0.28902 -2.72882  -1.2046
C 1.56682 4.38711 -0.70329  -0.2026
C -4.02387 3.20095 -3.44141  -0.0551
C -2.75632 -0.20176 4.13782  -0.0406
C -1.32145 -0.72470 2.50442  -0.6635
C 0.86773 -3.51200 -2.82455  -0.0388
C -3.70045 4.19568 -1.19458  -0.0436
B -3.16994 -1.22785 0.66073  -0.6025
H -4.52486 -0.51524 2.87384  0.1243
H -3.19078 4.13907 -0.23632  0.0299
H 4.81094 1.19458 -0.94512  0.1180
H 0.35913 3.20200 2.21259  0.0876
H -2.96390 -3.85195 1.26600  0.1231
H -3.47769 5.15569 -1.66362  0.0874
H -4.88650 -1.22332 -1.40441  0.1270
H -0.21929 2.03556 4.40363  0.0967
H 0.19537 -5.91097 -1.72271  0.0890
H -1.46170 2.29764 -3.07091  0.0826
H -1.38368 -6.10367 -2.52391  0.0847
H 1.32484 1.32020 4.91439  0.0968
H -0.94032 -4.17740 -4.79561  0.0888
H 0.70003 1.05106 3.26832  0.0223
H 1.45860 -3.72805 -1.93387  0.0902
H 3.12409 2.17073 -2.00496  0.0191
H -2.39673 -4.19877 -3.78717  0.0901
H 4.54938 1.13949 1.71826  0.1199
H -0.16360 3.75942 0.18423  0.0301
H -3.72887 2.43821 -4.16297  0.0911
H -1.54479 4.06833 -2.97123  0.0945
H -1.46399 -0.67083 6.53986  0.0913
H 1.35650 -3.96911 -3.68691  0.0958
H 5.56272 -3.54328 -2.74169  0.1059
H 1.37605 -1.10220 5.63110  0.0872
H -3.78385 4.17380 -3.86901  0.0903
H -0.05934 0.34974 6.84764  0.0918
H 2.54988 2.77193 3.09069  0.1145
H 0.82604 -2.43601 -2.97317  0.0298
H 3.34367 3.34016 1.64662  0.0987
H 0.03402 -2.17757 5.21338  0.0934
H -4.93624 0.97906 -3.00175  0.1092
H 2.11029 0.77403 2.05312  0.0384
H 3.71064 -0.00275 0.68079  0.0777
H -5.10322 3.16067 -3.28999  0.0868
H 2.47101 -2.09624 0.88077  0.0541
H 1.07898 -1.53912 3.93798  0.0234
H 5.55991 -4.70551 -0.55696  0.0989
H 4.01951 -3.98541 1.23416  0.1018
H -1.17890 3.11140 -1.52643  -0.0029
H -1.50190 -2.68438 -4.02666  0.0364
H -1.51947 1.07281 6.18682  0.0842
H 0.08828 -5.96673 -3.47974  0.0895
H 1.01783 4.31088 -1.64523  0.1083
H -4.21983 -1.77727 0.91863  0.1225
H 1.60661 5.45504 -0.43508  0.1173
H 4.94164 2.64332 0.02271  0.1074
H 3.63425 4.26700 -0.11517  0.0990
H -3.09600 0.09312 5.11005  0.1088
H -1.55619 -5.44648 -0.42872  0.1070
H 3.37614 4.41480 -1.83330  0.1213
H -4.77672 4.13881 -1.02086  0.0904
H 1.35854 4.64776 2.04323  0.1227